Density functional theory data (ωB97M-V/def2-TZVPD) for 2 unconnected molecules or ions with the total composition C10H16O in a non-equilibrium geometry.

* spin multiplicity: 1
* lowest unoccupied orbital energy: 0.72 eV
* M: 152.2 g mol⁻¹
* SMILES string: CCc1ccc(O)cc1.CC
* E_HOMO: -8.28 eV

Geometry as XYZ:
```
27
Properties=species:S:1:pos:R:3:nbo_charge:R:1
C 1.881 1.392 -2.536 -0.62
C 1.799 0.653 -1.143 -0.42
C 0.466 -0.139 -0.961 -0.05
C -0.731 0.343 -1.453 -0.21
C -1.823 -0.439 -1.292 -0.28
C -1.657 -1.826 -0.856 0.31
O -2.680 -2.713 -1.141 -0.68
C -0.447 -2.243 -0.284 -0.29
C 0.632 -1.289 -0.275 -0.18
H 2.459 2.277 -2.485 0.21
H 0.791 1.678 -2.911 0.20
H 2.513 0.924 -3.369 0.21
H 2.702 0.021 -1.125 0.21
H 1.925 1.384 -0.259 0.21
H -0.770 1.415 -1.625 0.22
H -2.771 -0.045 -1.314 0.21
H -3.366 -2.268 -1.845 0.49
H -0.202 -3.103 0.350 0.23
H 1.642 -1.658 0.140 0.22
C -0.570 1.451 2.916 -0.62
C -0.059 -0.096 3.154 -0.61
H -1.019 1.864 3.762 0.20
H 0.238 2.186 2.933 0.20
H -1.283 1.490 2.027 0.21
H 0.906 -0.079 2.676 0.20
H 0.126 -0.405 4.233 0.20
H -0.702 -0.775 2.682 0.21
```

=====

Density functional theory data (ωB97M-V/def2-TZVPD) for 2 unconnected molecules or ions with the total composition C10H16O in a non-equilibrium geometry.

* spin multiplicity: 1
* lowest unoccupied orbital energy: 0.93 eV
* M: 152.2 g mol⁻¹
* SMILES string: CCc1ccc(O)cc1.CC
* E_HOMO: -8.36 eV

Geometry as XYZ:
```
27
Properties=species:S:1:pos:R:3:nbo_charge:R:1
C 3.935 0.533 -0.480 -0.61
C 3.093 -0.742 -0.177 -0.41
C 1.607 -0.702 -0.207 -0.07
C 0.789 0.193 -0.847 -0.19
C -0.587 -0.004 -1.059 -0.29
C -1.087 -1.242 -0.701 0.29
O -2.349 -1.669 -1.045 -0.68
C -0.293 -2.175 -0.020 -0.26
C 1.019 -1.898 0.260 -0.17
H 4.922 0.355 -0.087 0.21
H 3.511 1.423 -0.034 0.21
H 4.036 0.641 -1.563 0.20
H 3.471 -1.509 -0.870 0.21
H 3.518 -1.182 0.746 0.21
H 1.227 1.123 -1.209 0.21
H -1.128 0.800 -1.530 0.22
H -2.972 -0.940 -1.019 0.48
H -0.760 -3.118 0.234 0.22
H 1.514 -2.560 0.962 0.21
C -3.296 1.092 1.566 -0.61
C -2.578 2.022 0.566 -0.61
H -3.199 0.059 1.227 0.20
H -3.044 1.213 2.616 0.21
H -4.351 1.363 1.542 0.20
H -2.619 1.711 -0.465 0.19
H -1.547 2.136 0.949 0.21
H -2.831 3.075 0.646 0.21
```

=====

Density functional theory data (ωB97M-V/def2-TZVPD) for 2 unconnected molecules or ions with the total composition C10H16O in a non-equilibrium geometry.

* spin multiplicity: 1
* lowest unoccupied orbital energy: 0.87 eV
* M: 152.2 g mol⁻¹
* SMILES string: Cc1ccc(O)cc1.CCC
* E_HOMO: -8.57 eV

Geometry as XYZ:
```
27
Properties=species:S:1:pos:R:3:nbo_charge:R:1
C -0.183 -1.060 2.447 -0.63
C -0.943 -0.044 1.621 -0.01
C -2.105 -0.438 0.984 -0.22
C -2.634 0.396 -0.011 -0.25
C -2.031 1.591 -0.293 0.26
O -2.343 2.407 -1.365 -0.69
C -0.971 2.046 0.500 -0.23
C -0.425 1.253 1.497 -0.21
H 0.304 -0.680 3.336 0.22
H 0.600 -1.440 1.780 0.22
H -0.775 -1.964 2.627 0.21
H -2.632 -1.307 1.344 0.22
H -3.516 0.074 -0.545 0.21
H -3.302 2.554 -1.429 0.48
H -0.512 3.004 0.262 0.22
H 0.426 1.549 2.089 0.22
C 2.580 -0.377 -0.206 -0.61
C 1.539 -0.323 -1.357 -0.42
C 1.565 -1.402 -2.440 -0.61
H 2.025 -0.509 0.700 0.20
H 3.163 0.547 -0.192 0.21
H 3.278 -1.172 -0.485 0.20
H 0.580 -0.222 -0.833 0.21
H 1.534 0.639 -1.887 0.20
H 2.456 -2.034 -2.322 0.20
H 0.731 -2.093 -2.376 0.21
H 1.594 -0.993 -3.445 0.21
```

=====

Density functional theory data (ωB97M-V/def2-TZVPD) for 2 unconnected molecules or ions with the total composition C10H16O in a non-equilibrium geometry.

* spin multiplicity: 1
* lowest unoccupied orbital energy: 0.88 eV
* M: 152.2 g mol⁻¹
* SMILES string: CCc1ccc(O)cc1.CC
* E_HOMO: -8.60 eV

Geometry as XYZ:
```
27
Properties=species:S:1:pos:R:3:nbo_charge:R:1
C 0.362 0.615 -3.829 -0.59
C 0.153 -0.395 -2.671 -0.42
C 0.055 0.278 -1.346 -0.06
C 1.189 0.591 -0.606 -0.18
C 1.130 1.363 0.544 -0.26
C -0.133 1.671 1.034 0.29
O -0.158 2.186 2.335 -0.69
C -1.291 1.418 0.337 -0.29
C -1.171 0.679 -0.849 -0.17
H 0.243 0.090 -4.773 0.21
H 1.313 1.144 -3.748 0.20
H -0.426 1.344 -3.859 0.20
H -0.755 -0.917 -2.943 0.21
H 0.892 -1.188 -2.836 0.21
H 2.172 0.382 -1.015 0.21
H 1.986 1.719 1.063 0.23
H -0.851 2.862 2.387 0.47
H -2.286 1.763 0.576 0.22
H -2.076 0.436 -1.400 0.21
C 0.468 -2.456 2.359 -0.62
C -0.587 -1.567 2.998 -0.62
H 0.486 -3.445 2.796 0.20
H 0.415 -2.508 1.274 0.21
H 1.490 -2.108 2.557 0.20
H -1.217 -2.155 3.670 0.20
H -1.234 -1.019 2.312 0.21
H -0.172 -0.781 3.634 0.21
```

=====

Density functional theory data (ωB97M-V/def2-TZVPD) for 2 unconnected molecules or ions with the total composition C10H16O in a non-equilibrium geometry.

* spin multiplicity: 2
* net charge: +1
* lowest unoccupied orbital energy (spin up / spin down): -3.93 / -7.73 eV
* M: 152.2 g mol⁻¹
* E_HOMO (spin up / spin down): -14.11 / -14.11 eV

Geometry as XYZ:
```
27
Properties=species:S:1:pos:R:3:lowdin_spin:R:1
C -1.110 2.125 1.153 0.05
C -1.553 -0.332 0.716 0.03
C -0.916 0.670 1.444 0.24
C -1.220 -1.637 0.962 0.12
C 0.129 0.385 2.381 0.09
C -0.168 -1.927 1.878 0.21
C 0.449 -0.950 2.627 0.06
O 0.083 -3.232 2.030 0.16
H -2.241 -0.022 -0.057 0.00
H -1.633 -2.414 0.336 0.00
H -1.995 2.429 1.724 0.03
H -1.360 2.392 0.125 0.01
H 0.639 1.084 3.026 0.00
H 1.206 -1.168 3.369 0.00
H 0.253 -3.458 2.966 0.00
H -0.260 2.698 1.511 0.00
C 1.272 -0.156 -2.602 0.00
C 1.722 1.226 -2.171 0.00
C -0.254 -0.313 -2.448 0.00
H 1.477 -0.316 -3.652 0.00
H 1.752 -0.911 -1.987 0.00
H 2.817 1.331 -2.222 0.00
H -0.513 -1.154 -1.788 0.00
H -0.782 0.510 -1.956 0.00
H -0.783 -0.467 -3.386 0.00
H 1.412 2.039 -2.835 0.00
H 1.577 1.569 -1.144 0.00
```

=====

Density functional theory data (ωB97M-V/def2-TZVPD) for C10H16O2 in the gas phase in a non-equilibrium geometry.

* spin multiplicity: 1
* lowest unoccupied orbital energy: 0.86 eV
* M: 168.2 g mol⁻¹
* SMILES string: CC1=C[C@H]2OO[C@@H]1C[C@@H]2C(C)C
* E_HOMO: -8.91 eV

Geometry as XYZ:
```
28
Properties=species:S:1:pos:R:3:nbo_charge:R:1
C 3.206 1.102 -0.911 -0.64
C 2.112 0.179 -0.425 0.02
C 1.334 -0.579 -1.219 -0.23
C 0.080 -1.025 -0.522 0.02
O 0.302 -1.726 0.671 -0.27
O 1.277 -0.985 1.525 -0.26
C 1.412 0.333 0.938 0.03
C 0.068 1.065 0.863 -0.43
C -0.746 0.304 -0.237 -0.20
C -2.214 0.120 0.116 -0.24
C -2.956 -0.750 -0.907 -0.61
C -2.965 1.456 0.262 -0.61
H 2.846 2.159 -0.868 0.21
H 3.504 0.929 -1.915 0.22
H 4.040 1.067 -0.239 0.22
H 1.490 -0.769 -2.300 0.22
H -0.608 -1.661 -1.109 0.22
H 2.041 0.811 1.697 0.21
H -0.358 0.953 1.834 0.23
H 0.223 2.082 0.476 0.22
H -0.685 0.928 -1.193 0.20
H -2.244 -0.368 1.059 0.20
H -2.527 -1.779 -0.944 0.20
H -2.831 -0.419 -1.955 0.20
H -3.992 -0.904 -0.628 0.22
H -2.536 2.142 1.036 0.21
H -2.922 1.846 -0.763 0.20
H -4.055 1.436 0.497 0.22
```